--- one ---
Here is one molecule with the formula C6H8ClN from OMol25. Energies are from ωB97M-V/def2-TZVPD.

```
! wB97M-V def2-TZVPD RIJCOSX def2/J DEFGRID3
* xyz 0 1
N -1.58 0.66 0.85
C -1.26 0.48 -0.47
C 0.09 0.66 -0.94
C 1.22 0.86 -0.01
C 1.35 -0.30 0.67
Cl 2.76 -0.61 1.63
C 0.31 -1.35 0.37
C -0.47 -0.74 -0.79
H -0.69 1.09 1.42
H -2.38 1.57 0.90
H -2.06 0.61 -1.23
H 0.39 0.98 -2.08
H 2.12 1.57 0.03
H -0.07 -1.88 1.33
H 0.90 -2.21 0.04
H -0.65 -1.39 -1.72
*
```

Its SMILES is N[C@H]1[C@H]2C=C(Cl)C[C@@H]12.



--- two ---
Here is a 2-piece molecular cluster, C6H8ClN overall from OMol25. Energies are from ωB97M-V/def2-TZVPD.

```
! wB97M-V def2-TZVPD RIJCOSX def2/J DEFGRID3
* xyz 0 1
C -0.64 -0.71 -1.12
C 0.50 0.28 -1.21
C 0.30 1.73 -0.89
C 0.96 1.05 -0.01
H -1.03 -0.93 -2.11
H -1.45 -0.31 -0.51
H -0.29 -1.65 -0.67
H 1.24 0.01 -1.97
H -0.11 2.66 -1.21
H 1.47 0.98 0.92
N -0.33 -1.77 2.65
C -0.15 -0.62 2.96
C 0.10 0.55 3.47
Cl -1.13 1.37 4.41
H -0.73 -2.05 1.76
H 1.03 1.07 3.39
*
```

Its SMILES is CC1C=C1.N=C=CCl.



The structure with the most favorable energy is one; the runner-up is 22.2 kcal/mol above it.



--- one ---
Here is one molecule with the formula C2H5NOS from OMol25. Energies are from ωB97M-V/def2-TZVPD.

```
! wB97M-V def2-TZVPD RIJCOSX def2/J DEFGRID3
* xyz 0 1
O 2.18 -0.51 0.15
C 1.14 0.37 -0.24
C -0.23 -0.37 -0.35
N -1.21 0.32 0.05
S -2.87 -0.30 -0.03
H 2.04 -0.74 1.06
H 1.40 0.71 -1.17
H 1.02 1.22 0.46
H -0.14 -1.36 -0.68
H -3.33 0.67 0.75
*
```

Its SMILES is OC/C=N/S.



--- two ---
Here is one molecule with the formula C2H5NOS from OMol25. Energies are from ωB97M-V/def2-TZVPD.

```
! wB97M-V def2-TZVPD RIJCOSX def2/J DEFGRID3
* xyz 0 1
C 1.60 0.22 0.24
C 0.45 -0.57 -0.05
O 0.34 -1.75 -0.19
S -1.18 0.57 -0.06
N -2.40 -0.56 0.21
H 2.53 0.18 -0.39
H 2.00 0.05 1.29
H 1.25 1.26 0.06
H -3.06 -0.39 -0.51
H -2.98 -0.31 1.12
*
```

Its SMILES is CC(=O)SN.



--- three ---
Here is one molecule with the formula C2H5NOS from OMol25. Energies are from ωB97M-V/def2-TZVPD.

```
! wB97M-V def2-TZVPD RIJCOSX def2/J DEFGRID3
* xyz 0 1
N 0.53 -1.21 0.65
C 0.06 0.00 0.27
S 0.05 1.28 1.22
C -0.71 -0.19 -1.04
O 0.00 -0.77 -2.10
H 0.55 -1.99 0.05
H 1.15 -1.11 1.38
H -1.61 -0.77 -0.74
H -0.99 0.74 -1.50
H 0.34 -1.68 -1.82
*
```

Its SMILES is NC(=S)CO.



The structure with the most favorable energy is three; the runner-up is 8.7 kcal/mol above it.



--- one ---
Here is one molecule with the formula C2H5NOS from OMol25. Energies are from ωB97M-V/def2-TZVPD.

```
! wB97M-V def2-TZVPD RIJCOSX def2/J DEFGRID3
* xyz 0 1
C -0.79 1.30 0.04
C -0.46 0.04 0.18
S 1.30 -0.17 -0.25
N 2.07 -1.42 0.80
O 1.96 1.05 -0.18
H -1.69 1.85 0.20
H 0.04 1.89 -0.20
H -1.00 -0.86 0.34
H 1.09 -0.64 -1.50
H 1.48 -2.20 0.94
*
```

Its SMILES is C=C[S@H](=N)=O.



--- two ---
Here is C2H5NOS as an isolated structure from OMol25. Energies are from ωB97M-V/def2-TZVPD.

```
! wB97M-V def2-TZVPD RIJCOSX def2/J DEFGRID3
* xyz 0 1
C 0.11 -0.73 -0.34
C -0.97 0.28 -0.06
H 1.91 -0.67 1.22
H 1.50 1.18 0.09
H 0.21 -1.39 -1.25
H -0.16 -1.54 0.51
H -1.29 1.91 0.02
N 1.51 -0.24 -0.03
O -0.47 1.48 -0.16
S -2.36 -0.28 0.01
*
```



The structure with the most favorable energy is one; the runner-up is 5.4 kcal/mol above it.



--- one ---
Here is one molecule with the formula CH3IO2S2 from OMol25. Energies are from ωB97M-V/def2-TZVPD.

```
! wB97M-V def2-TZVPD RIJCOSX def2/J DEFGRID3
* xyz 0 1
C 1.16 0.18 0.21
O -0.58 0.97 -2.27
O -1.04 -1.81 0.68
S -1.20 -0.37 -1.92
S -0.91 -0.44 0.24
I -1.77 0.91 2.35
H 1.36 0.74 1.16
H 1.69 -0.87 0.33
H 1.30 0.69 -0.78
*
```



--- two ---
Here is CH3IO2S2 as an isolated structure from OMol25. Energies are from ωB97M-V/def2-TZVPD.

```
! wB97M-V def2-TZVPD RIJCOSX def2/J DEFGRID3
* xyz 0 1
C -0.87 0.72 -0.01
O -1.07 -1.85 -0.14
O 0.45 -1.05 1.55
S 1.48 -1.06 -1.12
S -0.10 -0.88 0.25
I 3.21 1.39 -0.21
H -0.84 0.74 -1.14
H -1.91 0.40 0.46
H -0.35 1.58 0.37
*
```



The structure with the most favorable energy is two; the runner-up is 22.8 kcal/mol above it.



--- one ---
Here is an isolated ion of composition C3H12NOSi and charge +1 from OMol25. Energies are from ωB97M-V/def2-TZVPD.

```
! wB97M-V def2-TZVPD RIJCOSX def2/J DEFGRID3
* xyz 1 1
C -0.07 -0.41 -2.57
O -0.37 -0.18 -1.21
C -0.26 1.17 -0.73
Si -0.85 1.12 1.17
C 0.53 -0.08 1.93
N 0.62 -1.40 1.20
H -0.36 -1.42 -2.62
H 1.08 -0.20 -2.57
H -0.76 0.30 -3.21
H 0.80 1.62 -0.94
H -0.90 1.83 -1.44
H -1.20 2.48 1.67
H -1.99 0.23 1.64
H 1.55 0.33 1.93
H 0.25 -0.21 2.95
H -0.41 -1.77 0.96
H 0.99 -1.32 0.20
H 1.34 -2.08 1.64
*
```

Its SMILES is COC[SiH2]C[NH3+].



--- two ---
Here is a 2-piece molecular cluster, C3H12NOSi overall from OMol25. Energies are from ωB97M-V/def2-TZVPD.

```
! wB97M-V def2-TZVPD RIJCOSX def2/J DEFGRID3
* xyz 1 1
C 0.26 -1.73 -0.66
C 1.23 -0.54 -0.61
C 0.65 0.34 0.49
N 1.47 1.67 0.37
O -2.69 -0.11 1.35
Si -2.06 0.48 0.07
H -0.65 -1.42 -1.15
H 0.64 -2.70 -1.11
H -0.17 -2.11 0.36
H 2.15 -1.02 -0.10
H 1.41 0.07 -1.54
H 0.85 -0.04 1.44
H 2.34 1.44 0.76
H 1.64 1.75 -0.64
H 1.01 2.52 0.74
H -3.65 -0.15 1.49
H -1.76 1.91 -0.32
H -2.68 -0.37 -0.94
*
```



The structure with the most favorable energy is one; the runner-up is 1.5 kcal/mol above it.



--- one ---
Here is C16H8Cl3N4O6S2Ti as an isolated structure from OMol25. Energies are from ωB97M-V/def2-TZVPD.

```
! wB97M-V def2-TZVPD RIJCOSX def2/J DEFGRID3
* xyz -2 2
Ti -0.32 0.00 -0.55
C -2.35 -0.81 0.36
C -1.76 0.05 1.31
C -1.82 1.36 0.80
C -2.48 1.31 -0.44
C -2.81 -0.03 -0.72
H -2.45 -1.88 0.46
H -1.32 -0.23 2.26
H -1.39 2.24 1.26
H -2.63 2.15 -1.11
H -3.28 -0.40 -1.62
S 1.00 -0.06 3.42
C 2.55 -0.15 2.66
C 3.61 -0.67 3.50
N 4.44 -1.06 4.20
C 2.88 0.14 1.37
S 1.91 0.89 0.11
C 4.23 -0.09 0.95
N 5.32 -0.26 0.61
O 1.42 -5.52 -1.52
C 1.55 -5.29 -0.22
O 1.94 -6.14 0.55
C 1.18 -3.93 0.25
C 1.26 -3.50 1.57
N 0.80 -2.24 1.61
N 0.44 -1.83 0.40
C 0.66 -2.82 -0.44
C 0.28 -2.53 -1.86
O 0.44 -3.40 -2.72
O -0.21 -1.36 -2.03
H 1.06 -4.73 -2.01
H 1.62 -4.00 2.45
H 0.80 -1.55 2.39
Cl 1.73 0.68 -3.95
C 0.33 1.75 -4.08
Cl -1.12 0.78 -4.46
Cl 0.60 2.89 -5.42
C 0.09 2.49 -2.70
O 0.06 3.71 -2.71
O -0.09 1.69 -1.75
*
```



--- two ---
Here is C16H8Cl3N4O6S2Ti as an isolated structure from OMol25. Energies are from ωB97M-V/def2-TZVPD.

```
! wB97M-V def2-TZVPD RIJCOSX def2/J DEFGRID3
* xyz -2 2
Ti -0.47 -0.32 -1.02
C 2.39 -0.64 2.09
C 1.65 -0.55 0.85
C 1.37 0.98 0.64
C 1.74 1.57 1.83
C 2.36 0.60 2.68
H 2.74 -1.55 2.56
H 3.67 -0.82 -0.92
H 2.25 0.23 -3.12
H 1.60 2.62 2.07
H 2.75 0.78 3.67
S -2.70 0.13 -2.00
C -2.59 1.70 -2.74
C -3.81 2.22 -3.30
N -4.78 2.64 -3.76
C -1.46 2.44 -2.79
S 0.06 1.93 -2.08
C -1.48 3.74 -3.39
N -1.49 4.81 -3.84
O -3.82 2.42 4.17
C -3.26 1.26 3.69
O -3.46 0.25 4.28
C -2.45 1.42 2.46
C -2.23 2.60 1.77
N -1.47 2.31 0.71
N -1.19 1.02 0.67
C -1.76 0.44 1.70
C -1.57 -1.08 1.67
O -1.65 -1.77 2.66
O -1.32 -1.45 0.46
H -3.61 3.16 3.58
H -2.54 3.62 1.95
H -1.08 2.88 -0.04
Cl 2.74 0.36 -4.31
C 2.25 -2.22 -1.50
Cl 3.51 -3.35 -1.13
Cl 2.32 -0.73 -0.70
C 1.07 -2.57 -2.26
O 1.03 -3.66 -2.81
O 0.03 -1.74 -2.21
*
```



The structure with the most favorable energy is one; the runner-up is 257.5 kcal/mol above it.



--- one ---
Here is an isolated ion of composition C3H11N2S and charge +1 from OMol25. Energies are from ωB97M-V/def2-TZVPD.

```
! wB97M-V def2-TZVPD RIJCOSX def2/J DEFGRID3
* xyz 1 1
N 0.36 -0.08 2.06
C -0.08 0.62 0.85
C 0.32 -0.20 -0.38
N -0.08 -1.63 -0.06
C -0.41 0.27 -1.61
S 0.21 1.81 -2.38
H -0.25 0.15 2.83
H 1.28 0.22 2.35
H -1.16 0.74 0.91
H 0.30 1.63 0.83
H 1.40 -0.11 -0.48
H -0.31 -1.64 0.94
H -0.95 -1.88 -0.54
H 0.68 -2.27 -0.25
H -0.40 -0.50 -2.39
H -1.48 0.45 -1.44
H 0.57 2.41 -1.24
*
```

Its SMILES is NC[C@@H]([NH3+])CS.



--- two ---
Here is a 2-piece molecular cluster, C3H11N2S overall from OMol25. Energies are from ωB97M-V/def2-TZVPD.

```
! wB97M-V def2-TZVPD RIJCOSX def2/J DEFGRID3
* xyz 1 1
C 0.54 -1.47 2.94
C 1.66 -1.08 2.01
S 1.06 -0.77 0.28
H 0.05 -2.39 2.70
H 0.93 -1.50 3.96
H -0.21 -0.68 2.96
H 2.44 -1.81 1.87
H 2.16 -0.20 2.34
H 0.62 -2.03 0.19
N -0.91 0.72 -1.52
C -1.21 1.82 -2.16
N -1.51 1.94 -3.43
H -1.08 -0.24 -1.79
H -0.25 0.88 -0.76
H -0.95 2.76 -1.69
H -1.66 2.85 -3.84
H -1.67 1.19 -4.07
*
```



The structure with the most favorable energy is two; the runner-up is 3.7 kcal/mol above it.